124
Properties=species:S:1:pos:R:3:forces:R:3 method="wB97M-V/def2-TZVPD" lumo_ev=-8.17 total_charge=+2 largest_force_ev_per_a=6.12
Y -4.245613 0.633567 -0.896051 5.64 0.03 2.36
C -1.143060 0.231836 0.808746 -1.89 0.29 -0.94
O -0.776799 0.169298 -0.531268 1.15 -1.06 -1.48
O -2.579823 0.088503 0.745175 -1.00 0.30 -1.31
C -0.320490 -0.755509 1.803346 -1.28 -0.17 -0.59
F -0.104143 -2.010224 1.292176 -1.01 1.42 0.55
F 0.858206 -0.227146 1.985421 1.49 0.74 -0.23
F -0.860623 -0.810624 3.041073 -0.43 -0.46 -1.06
C 0.613484 0.226547 -0.958129 0.40 0.00 -0.07
C 0.700806 0.274038 -2.474878 -0.97 -0.15 -0.13
H 1.730612 0.246912 -2.831065 -0.03 0.22 0.23
H 0.182825 -0.550051 -2.965456 0.07 -0.45 0.27
H 0.176968 1.142574 -2.874048 0.30 0.45 0.04
H 1.200387 -0.616591 -0.593759 -0.31 -0.24 0.15
H 1.112216 1.121140 -0.585227 -0.22 0.25 0.36
H -0.956517 1.286005 1.013749 0.39 -0.02 1.48
C 2.583253 1.315750 4.904073 -0.79 0.42 -0.55
O 3.766892 1.646821 4.253199 1.10 -0.20 -0.30
H 1.830416 1.266596 4.117371 -0.66 -0.56 0.13
H 2.668936 0.354834 5.411418 -0.02 0.29 0.20
H 2.275725 2.162568 5.517608 -0.10 -0.36 0.75
H 3.493410 2.304509 3.609568 0.51 0.46 -0.17
C 2.291028 0.096032 -6.112979 0.27 -0.25 -0.20
O 0.985652 0.263908 -6.668839 -0.15 0.43 0.10
H 2.861511 1.020670 -6.200752 -0.26 0.13 -0.20
H 2.217351 -0.122284 -5.047617 0.19 -0.36 0.01
H 2.828594 -0.663043 -6.681249 0.10 -0.14 0.38
H 0.529426 -0.580753 -6.666176 0.11 -0.06 -0.05
C 4.091608 0.185516 1.529893 -0.09 0.13 0.92
O 4.141237 -0.709810 0.442245 -0.43 -0.21 -0.94
H 3.245627 0.864329 1.422041 -0.13 -0.21 -0.31
H 3.929922 -0.377668 2.449004 0.17 0.26 0.21
H 4.970372 0.824105 1.619759 0.20 -0.23 -0.02
H 4.908850 -1.283258 0.501648 0.25 0.16 0.16
C -1.320190 -3.385350 -1.677920 -1.09 -0.91 -0.12
O -1.832301 -2.851577 -2.940674 0.76 0.29 0.96
H -1.540382 -2.673206 -0.882644 0.31 0.24 -0.22
H -1.914932 -4.270071 -1.450661 -0.05 -0.09 0.10
H -0.284960 -3.725230 -1.648205 0.16 0.62 -0.41
H -1.622925 -3.447224 -3.663848 0.10 -0.10 -0.01
C -2.649481 0.998957 5.127135 1.20 1.04 -0.51
O -3.847169 0.615821 5.686086 -1.15 -0.51 0.61
H -1.895870 0.211683 5.146282 0.05 -0.03 -0.10
H -2.822149 1.328784 4.102682 -0.01 -0.27 -0.17
H -2.284674 1.879418 5.656100 0.41 0.06 0.01
H -3.669634 0.513385 6.623945 -0.46 -0.18 0.22
C -4.137555 2.970166 1.750265 1.50 0.57 1.18
O -4.582157 2.667735 0.416103 -0.57 -1.54 -0.84
H -4.559015 2.397938 2.576713 -1.07 0.11 -0.58
H -3.089543 2.695297 1.869584 0.20 0.11 -0.65
H -4.209228 4.049323 1.885847 -0.24 -0.20 0.23
H -4.950830 3.452302 0.003638 -0.12 0.24 0.18
C 2.202932 -2.869226 -3.485637 -0.85 0.55 0.26
O 3.066187 -3.192593 -4.520004 0.81 -0.44 -0.15
H 2.617061 -2.195575 -2.735448 0.30 0.20 0.07
H 1.383046 -2.346220 -3.977927 -0.37 -0.09 0.32
H 1.856571 -3.744274 -2.935706 -0.30 -0.14 -0.07
H 3.683157 -3.820802 -4.137524 0.40 -0.10 -0.42
C -1.635802 -4.636690 2.465484 0.11 0.33 -0.34
O -2.896830 -5.120783 2.907517 0.07 0.19 -0.17
H -0.808359 -5.307184 2.697587 0.01 0.27 0.32
H -1.580063 -4.438323 1.395132 -0.33 -0.39 -0.43
H -1.518662 -3.630184 2.867119 0.27 -0.25 0.56
H -2.949740 -6.063596 2.734613 -0.03 -0.08 0.06
C -3.088925 3.520511 -2.345287 -0.86 1.58 0.07
O -2.715601 2.304666 -1.739012 -1.25 -1.34 -0.42
H -3.059371 4.296950 -1.580845 0.26 0.25 -0.23
H -2.526701 3.820476 -3.229610 0.49 -0.35 0.23
H -4.120624 3.505616 -2.696699 -0.26 -0.53 0.06
H -1.817292 2.398663 -1.413755 0.96 -0.07 0.52
C -2.746370 0.025136 -3.953290 0.32 0.30 -1.84
O -2.808850 -0.429537 -2.627984 -1.94 1.81 1.68
H -1.760997 0.340518 -4.296332 0.48 -0.48 0.48
H -3.105981 -0.748662 -4.631524 -0.11 0.11 -0.02
H -3.279055 0.959120 -4.132194 -0.71 -0.14 0.51
H -2.242953 -1.195971 -2.509968 0.56 -1.12 -0.18
C -5.163698 -0.515268 3.014091 0.44 -0.16 -1.17
O -5.921084 -0.433339 4.141273 -0.69 -0.34 0.64
H -5.528402 -1.287410 2.336672 -0.16 -0.35 0.13
H -5.255873 0.423094 2.467208 0.17 0.69 -0.71
H -4.097066 -0.689745 3.155312 0.12 -0.10 0.23
H -5.355800 -0.038844 4.809419 0.13 0.12 0.60
C 0.444689 4.209640 -2.016332 0.43 0.92 -0.07
O -0.373954 3.791316 -0.928141 -0.76 -0.78 -0.07
H 1.463100 3.860164 -1.846653 0.08 0.16 -0.24
H 0.110033 3.901354 -3.006822 -0.29 -0.55 0.31
H 0.376126 5.297453 -2.024522 0.56 0.10 -0.25
H -0.216099 4.435935 -0.234478 -0.13 -0.15 0.22
C -0.387020 3.305839 -5.684626 -0.15 -0.85 0.01
O 0.966662 2.907447 -5.681235 -0.09 1.13 0.30
H -0.503365 4.367247 -5.465617 0.39 -0.01 -0.08
H -0.948258 3.073312 -6.589639 0.37 0.17 -0.50
H -0.939591 2.740958 -4.933840 -0.25 -0.08 0.66
H 1.063820 1.979324 -5.906523 -0.58 -0.18 -0.32
C 3.387827 -3.946878 -0.059547 1.47 0.14 -0.17
O 2.405453 -2.944831 0.010898 -1.28 -0.21 0.00
H 3.747787 -3.980774 -1.087838 0.16 -0.42 -0.05
H 4.213018 -3.636760 0.581537 0.34 -0.18 -0.04
H 3.120143 -4.934716 0.315465 -0.67 0.23 -0.20
H 2.860648 -2.145053 0.284307 0.19 0.62 0.02
C -2.398411 -2.589104 5.650428 0.19 -0.48 -1.16
O -2.971092 -3.888197 5.575863 -0.19 0.58 1.18
H -2.478097 -2.136806 4.661906 0.09 0.37 -0.15
H -2.884117 -1.895202 6.336498 -0.37 -0.57 0.25
H -1.338451 -2.632701 5.900812 0.16 -0.04 0.15
H -2.890126 -4.265765 4.696954 0.03 0.03 -0.29
C 4.699719 1.550929 -2.713472 0.40 0.63 0.24
O 5.390402 2.206088 -3.781112 -0.50 -0.72 0.10
H 4.230532 0.618374 -3.027020 0.18 0.12 -0.45
H 5.373850 1.310969 -1.891240 0.17 -0.11 0.04
H 3.928457 2.196336 -2.293123 -0.29 0.07 -0.02
H 5.541759 3.125588 -3.550428 0.01 -0.03 0.10
C 1.737708 -3.480646 3.481364 -0.52 0.84 -0.61
O 1.558933 -4.156826 2.236572 -0.01 -1.17 1.53
H 2.586955 -2.797936 3.509257 0.42 -0.15 -0.23
H 0.881077 -2.836787 3.680685 -0.33 0.08 0.08
H 1.811533 -4.133543 4.351069 0.10 -0.51 -0.53
H 1.649401 -3.612660 1.450882 0.18 0.76 0.12
C 2.825422 3.802082 1.220089 0.22 1.03 -0.87
O 3.201353 3.894483 2.561754 -0.33 -0.69 0.77
H 2.008128 3.108038 1.024019 0.10 -0.26 0.55
H 2.477035 4.788064 0.912575 -0.16 0.11 -0.41
H 3.678955 3.546724 0.592099 0.00 -0.21 -0.18
H 3.767948 4.659748 2.684049 0.09 0.00 0.03